# 1
Here is a cluster of 11 separate species, C34H98O42P10 in total at a distorted geometry from the Open Molecules 2025 dataset. Energies are from wB97M-V/def2-TZVPD.

The SMILES is COP(=O)(OC)OC.COP(=O)(OC)OC.COP(=O)(OC)OC.COP(=O)(OC)OC.COP(=O)(OC)OC.COP(=O)(OC)OC.COP(=O)(OC)OC.COP(=O)(OC)OC.COP(=O)(OC)OC.COP(=O)(OC)OC.CCOC(C)=O. For the strongest force on any atom, the calculation gives 4.24 eV/Å.

```
! wB97M-V def2-TZVPD RIJCOSX def2/J DEFGRID3
* xyz 0 1
C -5.36516 5.13878 3.98581
O -4.94207 4.47697 2.76530
P -4.95280 2.86137 2.69298
O -3.78589 2.31979 3.45101
O -6.48283 2.38749 3.07345
C -7.57075 3.05277 2.51481
O -4.96742 2.66576 1.12139
C -3.73307 2.44295 0.41365
H -4.48970 5.63344 4.40652
H -5.73050 4.47560 4.76992
H -6.16011 5.82689 3.69833
H -7.97175 3.90175 3.06847
H -8.40895 2.35940 2.44599
H -7.42195 3.46090 1.51512
H -3.07764 1.81647 1.01866
H -3.43997 3.47316 0.21152
H -3.91818 2.07717 -0.59632
C -1.07939 -1.56436 1.94041
O -0.02982 -1.76168 1.08441
P 0.27791 -0.76243 -0.09744
O 0.11202 0.62897 0.38903
O -0.63848 -1.30419 -1.28143
C -2.10494 -1.08917 -1.28996
O 1.74515 -1.13893 -0.57042
C 2.82787 -0.27549 -0.13200
H -1.45113 -0.55643 1.75602
H -0.87638 -1.62241 3.00976
H -1.77023 -2.36337 1.67128
H -2.17661 -0.68268 -2.29878
H -2.44085 -0.31259 -0.60279
H -2.75596 -1.96339 -1.28946
H 3.60164 -0.96482 0.20595
H 2.64605 0.47691 0.63543
H 3.30820 0.05653 -1.05240
C -3.77817 -2.49731 -4.60823
O -2.47557 -2.03847 -4.34012
P -1.39218 -2.17310 -5.49447
O -1.22694 -3.52421 -6.06751
O -0.15050 -1.63123 -4.81550
C -0.00288 -0.32693 -4.20794
O -1.89014 -0.96973 -6.51610
C -1.08604 -0.63374 -7.73558
H -3.75841 -3.22844 -5.41641
H -4.50681 -1.70149 -4.76263
H -4.16559 -3.00667 -3.72586
H 0.54842 -0.41836 -3.27210
H -0.95423 0.16266 -3.99974
H 0.50660 0.32139 -4.92083
H -1.45877 -1.13710 -8.62765
H -0.03110 -0.90624 -7.70492
H -1.17360 0.42914 -7.96078
C 4.86894 3.48197 1.62695
O 5.48525 4.07935 0.43128
P 7.01215 3.97265 0.07758
O 7.44051 2.56581 -0.07000
O 7.29933 4.94290 -1.31060
C 7.04757 6.34706 -1.25269
O 7.83017 4.77636 1.19090
C 8.54204 4.27180 2.30191
H 4.38989 4.11432 2.37446
H 5.45483 2.80265 2.24610
H 4.16661 2.70678 1.32047
H 7.58258 6.68468 -0.36507
H 6.04347 6.76799 -1.30463
H 7.58685 6.69697 -2.13293
H 9.60591 4.42129 2.11773
H 8.48937 3.24024 2.65007
H 8.30275 4.89978 3.16010
C -3.36732 -0.58421 4.77124
O -4.14828 -1.77796 4.75160
P -3.72138 -3.06932 3.85400
O -4.59009 -4.25482 4.16661
O -3.83630 -2.43691 2.36061
C -5.16456 -2.21361 1.93569
O -2.13410 -3.22230 4.19556
C -1.48070 -4.35236 4.56849
H -3.99678 0.29209 4.92610
H -2.76043 -0.50004 3.86974
H -2.74661 -0.52424 5.66523
H -5.07000 -1.27429 1.39088
H -5.91392 -2.08239 2.71629
H -5.54919 -2.87734 1.16135
H -2.15762 -5.06073 5.04608
H -0.71577 -4.22508 5.33450
H -1.13499 -4.84510 3.65976
C -1.11944 -4.50805 -2.72097
O -0.25809 -5.00988 -1.74262
P -0.85139 -5.95501 -0.60970
O -1.46825 -7.12571 -1.21926
O 0.48454 -6.31991 0.24569
C 1.03291 -5.40459 1.12856
O -1.73655 -4.96159 0.43823
C -3.09331 -5.16375 0.81851
H -1.11333 -3.42409 -2.60653
H -2.12410 -4.93081 -2.72375
H -0.70074 -4.67666 -3.71311
H 0.44466 -4.56924 1.50836
H 1.97580 -5.04035 0.72066
H 1.30154 -5.90284 2.06005
H -3.62652 -4.22678 0.65765
H -3.30121 -5.36593 1.86922
H -3.57778 -5.95206 0.24235
C -2.41281 6.48664 2.34282
O -1.34149 6.64545 1.40766
P 0.22886 6.37029 1.76265
O 1.20530 6.68165 0.69394
O 0.41582 7.02206 3.22023
C 1.64298 7.63511 3.59014
O 0.20066 4.73232 2.04032
C -0.38396 3.93766 1.02790
H -3.33937 6.05505 1.96425
H -2.67539 7.34249 2.96464
H -2.15324 5.70390 3.05559
H 2.42069 7.77959 2.84021
H 2.12299 7.07813 4.39480
H 1.38343 8.57674 4.07395
H -1.17824 3.35232 1.49118
H 0.25842 3.20441 0.54027
H -0.79931 4.49020 0.18512
C -7.68906 -0.40669 0.53508
O -7.70549 0.27036 -0.66258
P -6.61994 0.12598 -1.90976
O -5.22542 -0.11525 -1.49811
O -7.30455 -1.09134 -2.80633
C -7.38767 -2.44585 -2.28317
O -6.92789 1.50249 -2.82502
C -8.17631 1.76159 -3.47869
H -8.70977 -0.68100 0.80151
H -7.03875 -0.05400 1.33559
H -7.07298 -1.28799 0.35656
H -6.45379 -2.74969 -1.81027
H -7.57768 -3.13417 -3.10670
H -8.19198 -2.45670 -1.54761
H -8.12749 2.13377 -4.50201
H -8.56654 2.69339 -3.06933
H -8.88764 0.93787 -3.41881
C 4.74395 0.67761 5.29309
O 4.83109 -0.59996 4.65309
P 4.83226 -0.76828 3.00510
O 5.63825 0.25349 2.26197
O 5.37360 -2.32697 2.85540
C 5.10171 -3.20649 1.78647
O 3.25239 -0.84888 2.72787
C 2.40503 -1.62482 3.50616
H 5.61572 1.33132 5.26503
H 4.69102 0.40470 6.34704
H 3.88848 1.29219 5.01279
H 5.05173 -4.24768 2.10506
H 5.81507 -3.05664 0.97606
H 4.14847 -2.92811 1.33710
H 2.03134 -2.47235 2.93156
H 1.58742 -1.01397 3.88888
H 2.94131 -2.01882 4.36946
C 6.70027 -5.56397 -1.87641
O 6.56094 -4.21682 -1.61602
P 5.65221 -3.17733 -2.55459
O 6.14810 -2.73829 -3.87648
O 5.19874 -1.97411 -1.54486
C 6.13125 -1.01631 -0.95757
O 4.28458 -3.97760 -2.74185
C 3.00296 -3.56916 -2.22749
H 6.11020 -6.25039 -1.26918
H 7.77391 -5.75164 -1.86322
H 6.50989 -5.70088 -2.94088
H 6.04582 -0.01624 -1.38261
H 7.15351 -1.36646 -1.10064
H 6.08221 -1.00559 0.13127
H 2.64576 -4.18706 -1.40366
H 2.28334 -3.82053 -3.00663
H 3.04657 -2.48031 -2.20301
C 3.29034 2.53161 -2.10885
C 3.29553 2.38811 -3.58121
O 3.62226 0.97607 -3.78213
C 3.27691 0.35658 -4.90416
C 3.73167 -1.06902 -4.99995
O 2.76386 0.84507 -5.91386
H 2.39182 2.04124 -1.73428
H 3.48562 3.47046 -1.59067
H 4.09325 1.93172 -1.68041
H 2.37270 2.67440 -4.08572
H 4.06985 2.92115 -4.13295
H 4.05694 -1.46888 -4.03953
H 4.57333 -1.17152 -5.68495
H 3.05510 -1.67539 -5.60218
*
```

# 2
Here is a cluster of 11 separate species, C35H100N8O11 in total at a distorted geometry from the Open Molecules 2025 dataset. Energies are from wB97M-V/def2-TZVPD.

The calculation puts the energy above the lowest of the compared OMol25 structures with the same formula, charge and spin at 61.62 kcal per mole. The SMILES is COC[C@H](C)N.COC[C@H](C)N.COC[C@H](C)N.COC[C@H](C)N.COC[C@H](C)N.COC[C@H](C)N.COC[C@H](C)N.COC[C@H](C)N.CO.CO.CO. For the strongest force on any atom, the calculation gives 2.45 eV/Å.

```
! wB97M-V def2-TZVPD RIJCOSX def2/J DEFGRID3
* xyz 0 1
C 6.40199 4.41715 -16.77303
O 6.64904 5.37869 -15.70683
C 5.60820 6.40752 -15.44631
C 5.84172 7.15227 -14.13409
C 5.68721 6.16603 -12.96892
N 4.91709 8.27018 -13.82212
H 6.58287 4.86283 -17.75116
H 5.35276 4.12419 -16.81040
H 6.99356 3.50588 -16.68503
H 5.48727 7.10258 -16.27720
H 4.63436 5.93340 -15.32395
H 6.87123 7.50859 -14.16966
H 6.19195 6.49363 -12.06006
H 6.16868 5.23939 -13.28139
H 4.63007 5.95919 -12.80230
H 3.94226 8.00937 -13.86435
H 5.11499 8.40950 -12.84155
C 11.39252 13.03908 -23.74743
O 11.70198 12.44184 -22.51405
C 10.69880 11.53789 -22.01665
C 11.14875 10.85661 -20.75952
C 10.09738 9.90129 -20.22275
N 11.38257 11.82070 -19.75280
H 10.66719 13.81111 -23.49056
H 10.99035 12.31280 -24.45374
H 12.28788 13.48188 -24.18374
H 9.88284 12.18408 -21.69300
H 10.29476 10.85030 -22.75969
H 12.06270 10.26840 -20.84192
H 10.44809 9.28802 -19.39269
H 9.76149 9.17379 -20.96170
H 9.25287 10.47540 -19.84154
H 12.06669 12.45240 -20.14400
H 10.56390 12.37221 -19.53899
C 12.95796 4.22413 -23.96897
O 12.19179 5.31405 -24.41505
C 10.97461 5.41313 -23.73871
C 10.34240 6.83333 -24.01802
C 9.14009 7.22900 -23.11819
N 9.85561 6.86075 -25.37164
H 12.40484 3.28490 -23.97240
H 13.31508 4.44586 -22.96329
H 13.84038 4.03721 -24.58093
H 10.28481 4.58376 -23.89500
H 11.23159 5.42850 -22.67954
H 11.15240 7.55041 -23.88455
H 8.87951 8.28376 -23.03049
H 9.53008 7.13207 -22.10497
H 8.25669 6.61500 -23.29340
H 10.68895 6.68303 -25.91391
H 9.62677 7.83987 -25.46673
C 5.71731 2.11398 -22.89450
O 6.90793 1.45286 -23.39800
C 6.71280 0.83213 -24.69337
C 5.69268 -0.34920 -24.72467
C 6.01143 -1.40661 -23.66545
N 5.70474 -1.01022 -26.00243
H 5.99264 2.56166 -21.93957
H 4.87876 1.43485 -22.74055
H 5.47453 2.78505 -23.71841
H 6.46699 1.66585 -25.35107
H 7.70734 0.47761 -24.96413
H 4.69625 0.00604 -24.46198
H 5.73145 -2.44323 -23.85285
H 5.66565 -1.00739 -22.71195
H 7.07129 -1.38394 -23.41188
H 5.58683 -0.34082 -26.74949
H 6.61548 -1.34360 -26.28440
C 0.12974 5.49973 -22.03602
O 0.93709 4.32843 -22.06166
C 0.18835 3.14104 -22.01434
C 1.08266 1.95069 -21.64997
C 1.96699 1.46368 -22.75497
N 0.17000 0.94078 -21.12181
H -0.08749 5.71658 -20.99014
H -0.74456 5.42442 -22.68257
H 0.68766 6.36666 -22.38995
H -0.56486 3.26972 -21.23702
H -0.29442 2.92882 -22.96828
H 1.71958 2.30508 -20.83950
H 1.31820 0.92121 -23.44265
H 2.76421 0.79816 -22.42385
H 2.40845 2.30320 -23.29200
H 0.70285 0.08536 -21.18834
H 0.06446 1.16535 -20.14276
C 7.46453 6.82606 -19.63244
O 6.57155 5.98739 -20.35566
C 5.25059 6.45392 -20.10620
C 4.32689 5.32576 -20.66751
C 4.27730 5.36267 -22.19274
N 2.93033 5.41164 -20.29224
H 7.39867 7.82394 -20.06602
H 8.46367 6.40373 -19.73946
H 7.25611 6.99360 -18.57575
H 4.98392 6.54290 -19.05308
H 5.04008 7.44682 -20.50360
H 4.82140 4.39669 -20.38398
H 3.84260 4.46695 -22.63640
H 5.30719 5.36139 -22.54969
H 3.70145 6.19716 -22.59290
H 2.32434 4.91557 -20.93004
H 2.66625 6.37488 -20.44231
C 3.55088 6.66435 -26.03039
O 2.60060 7.60145 -26.46430
C 3.15153 8.92070 -26.66392
C 2.24463 9.80466 -27.54084
C 2.01046 9.27516 -28.93562
N 2.89348 11.09775 -27.76794
H 4.06962 7.08016 -25.16661
H 4.28101 6.41201 -26.79937
H 3.08712 5.74985 -25.66061
H 3.22331 9.46494 -25.72225
H 4.16283 8.84845 -27.06413
H 1.34206 9.89748 -26.93681
H 2.86551 9.44094 -29.59100
H 1.25541 9.87488 -29.44388
H 1.64306 8.24914 -28.91546
H 3.83184 10.96948 -28.11883
H 3.17217 11.36838 -26.83564
C 8.42957 9.40875 -16.06756
O 9.58497 9.52549 -15.16281
C 10.80348 9.39276 -15.80658
C 12.03814 9.37848 -14.89138
C 12.43223 10.83351 -14.40461
N 13.17044 8.74185 -15.55486
H 8.27240 8.41502 -16.48696
H 8.51402 10.16506 -16.84793
H 7.55568 9.64091 -15.45885
H 10.68109 8.50275 -16.42382
H 10.88222 10.20209 -16.53243
H 11.82418 8.77178 -14.01147
H 12.64772 11.44004 -15.28427
H 13.27584 10.89250 -13.71688
H 11.55458 11.17560 -13.85616
H 13.97068 8.83187 -14.94525
H 12.98721 7.74876 -15.53738
C 10.50204 4.34027 -18.04681
O 10.21020 5.74559 -17.95340
H 11.13694 4.02588 -17.21845
H 9.58838 3.74618 -18.06616
H 11.00622 4.03212 -18.96274
H 10.97164 6.20135 -18.31960
C 1.07450 8.94013 -19.87706
O 2.32899 8.31907 -19.54848
H 0.30204 8.17843 -19.98295
H 0.69935 9.56116 -19.06362
H 1.07954 9.47980 -20.82407
H 2.97560 8.97584 -19.27988
C 2.57832 2.85787 -17.63147
O 2.59485 4.26885 -17.58740
H 1.77332 2.38460 -17.06926
H 2.54075 2.39577 -18.61796
H 3.57356 2.54090 -17.31984
H 2.68563 4.62686 -18.47351
*
```

no.,E_LUMO (eV),E (eV)
1,0.22,-215747.6634
2,0.26,-72351.5829